[1]
# C5H4FNO

A single C5H4FNO molecule in a non-equilibrium geometry (wB97M-V/def2-TZVPD, OMol25).

```
12
C5H4FNO | OMol25 | wB97M-V/def2-TZVPD
F 3.01 -1.31 0.00
O -0.21 0.20 0.00
N 2.92 2.08 0.00
C 0.77 -0.73 0.00
C 2.52 0.99 0.01
C -2.52 0.60 0.00
C -1.51 -0.25 0.00
C 2.05 -0.37 0.00
H -3.55 0.21 0.01
H 0.50 -1.74 0.01
H -2.33 1.68 0.00
H -1.64 -1.35 0.00
```

Properties
structure (SMILES) = C=CO/C=C(/F)C#N
energy above the lowest of the compared OMol25 structures with the same formula, charge and spin = 216.5 kJ/mol
LUMO = 0.6 eV
E_tot = -422.70282 Ha

These are the natural (NBO) partial charges, in e, on atoms 1 to 8:
1. F -0.299
2. O -0.463
3. N -0.263
4. C 0.137
5. C 0.206
6. C -0.460
7. C 0.114
8. C 0.210

=====

[2]
# C4H7NO

A 2-piece molecular cluster, C4H7NO overall (wB97M-V/def2-TZVPD, OMol25).

```
13
C4H7NO | OMol25 | wB97M-V/def2-TZVPD
O -1.49 -0.73 0.23
N 1.98 -0.53 1.23
C 1.95 0.62 0.94
C -1.68 -1.38 -1.04
C -0.34 -0.17 0.43
C 1.52 1.84 0.49
H 0.37 -0.13 -0.38
H -1.01 -2.23 -1.12
H -1.49 -0.67 -1.85
H -0.24 0.30 1.39
H -2.72 -1.71 -1.07
H 1.30 2.61 1.23
H 1.85 2.19 -0.48
```

Properties
energy above the lowest of the compared OMol25 structures with the same formula, charge and spin = 476.9 kJ/mol
LUMO (alpha / beta) = -0.2 / -0.2 eV
E_tot = -286.45001 Ha

These are the natural (NBO) partial charges, in e, on atoms 1 to 8:
1. O -0.451
2. N -0.462
3. C 0.229
4. C -0.268
5. C 0.185
6. C -0.720
7. H 0.201
8. H 0.203

=====

[3]
# C3H11N5

A 2-piece molecular cluster, C3H11N5 overall in a non-equilibrium geometry (wB97M-V/def2-TZVPD, OMol25).

```
19
C3H11N5 | OMol25 | wB97M-V/def2-TZVPD
N -3.78 1.77 1.27
N -4.36 -2.31 -0.05
N -4.16 -1.00 0.14
N -3.50 -0.49 -0.76
N 10.85 -0.93 -0.54
C -3.09 0.80 -0.87
C -4.69 2.26 2.05
C -3.23 1.78 0.07
H -5.47 2.91 1.61
H -4.78 1.92 3.00
H -2.54 1.07 -1.78
H -3.29 -1.20 -1.62
H 10.75 -1.48 -1.43
H -2.69 2.74 -0.12
H 11.15 0.08 -0.67
H -3.93 -2.86 -0.96
H 9.94 -0.84 -0.05
H -4.79 -2.77 0.78
H 11.61 -1.45 -0.05
```

Properties
energy above the lowest of the compared OMol25 structures with the same formula, charge and spin = 22.4 kJ/mol
total charge = +2
LUMO = -5.8 eV
E_tot = -393.98277 Ha

These are the natural (NBO) partial charges, in e, on atoms 1 to 8:
1. N -0.379
2. N -0.594
3. N 0.125
4. N -0.206
5. N -0.890
6. C -0.208
7. C 0.073
8. C 0.071

=====

[4]
# C16H23BN8SiTl

C16H23BN8SiTl as an isolated structure (wB97M-V/def2-TZVPD, OMol25).

```
50
C16H23BN8SiTl | OMol25 | wB97M-V/def2-TZVPD
Tl -2.12 0.58 0.47
Si -0.32 4.70 0.37
N 2.09 -3.99 0.69
N -0.55 -0.35 -1.33
N -2.30 -1.89 0.50
N 0.29 -1.39 -1.10
N 1.04 -3.51 -0.06
N -0.02 -0.25 1.67
N 0.69 -1.37 1.40
N -1.24 -2.72 0.47
C 1.72 -1.49 2.27
C 1.38 4.64 1.02
C -0.65 3.88 -1.22
C -1.63 5.64 1.20
C -0.23 0.15 -2.51
C 0.78 -4.33 -1.05
C -1.67 -3.99 0.73
C 1.15 -1.51 -2.15
C -3.37 -2.62 0.75
C -3.03 -3.97 0.91
C 0.57 0.31 2.72
C 2.49 -5.14 0.12
C 1.72 -5.43 -0.98
C -0.27 4.84 -2.39
C 0.85 -0.54 -3.08
C 1.67 -0.43 3.14
B 0.20 -2.21 0.21
H -0.02 -4.15 -1.75
H 1.99 3.95 0.44
H -0.99 -4.82 0.82
H 0.23 5.76 -2.08
H 2.40 -2.32 2.24
H 1.34 -0.36 -4.02
H 0.15 1.21 3.15
H 1.39 4.34 2.07
H -2.59 5.46 0.72
H -1.40 6.72 1.15
H -0.78 0.98 -2.92
H -4.34 -2.16 0.83
H 1.84 5.63 0.98
H 1.95 -2.24 -2.16
H -1.69 5.39 2.26
H 2.33 -0.23 3.97
H -1.16 5.14 -2.93
H -3.67 -4.80 1.14
H 3.32 -5.69 0.55
H 0.41 4.34 -3.08
H 1.78 -6.29 -1.63
H -0.06 2.96 -1.26
H -1.70 3.59 -1.27
```

Properties
spin multiplicity = 2
total charge = +2
⟨S²⟩ = 0.77
LUMO (alpha / beta) = -6.8 / -9.6 eV
E_tot = -1547.84317 Ha

These are the natural (NBO) partial charges, in e, on atoms 1 to 8:
1. Tl 0.780
2. Si 2.032
3. N -0.032
4. N -0.347
5. N -0.366
6. N -0.367
7. N -0.346
8. N -0.375

=====

[5]
# C16H33BF4N5O3

A 9-piece molecular cluster, C16H33BF4N5O3 overall in a non-equilibrium geometry (wB97M-V/def2-TZVPD, OMol25).

```
62
C16H33BF4N5O3 | OMol25 | wB97M-V/def2-TZVPD
F -0.45 -0.64 1.37
F -0.26 1.38 0.28
F -2.05 0.00 -0.05
F 0.08 -0.44 -0.83
O 3.10 -3.34 1.01
O 1.43 0.21 3.04
O 1.30 0.25 -3.17
N 2.36 5.87 -1.28
N -3.85 -4.22 1.79
N -2.34 0.84 5.20
N -4.73 1.52 -2.88
N -3.07 -2.73 -5.16
C 2.60 -2.19 0.42
C 2.95 0.35 -4.90
C -3.99 2.09 -2.24
C 2.05 4.83 -1.44
C 1.68 3.36 -1.61
C -3.61 -3.23 2.21
C -2.91 2.94 -1.45
C 0.62 -1.28 4.82
C 3.60 -1.09 0.10
C -2.84 -2.21 -4.09
C -3.21 -1.75 2.76
C -1.88 2.02 2.92
C -2.18 1.34 4.22
C 1.78 -0.95 3.90
C -2.46 -1.46 -2.82
C 2.54 -0.33 -3.57
B -0.67 0.08 0.22
H 4.25 -1.03 1.00
H 3.39 -0.36 -2.85
H 0.92 0.05 -2.31
H -3.05 -0.64 -2.75
H 0.86 -2.16 5.37
H 2.55 -0.69 4.50
H 1.94 -1.73 3.32
H -2.47 1.62 2.17
H 0.57 3.34 -1.18
H 2.47 -4.05 1.06
H 0.93 -0.16 2.37
H -3.21 2.37 -0.40
H -3.08 -2.22 -2.16
H -3.91 -1.47 3.49
H -2.17 -1.79 2.78
H 1.48 3.09 -2.62
H -3.41 -1.17 1.68
H 3.14 -0.10 -0.19
H 4.00 0.14 -5.23
H -0.84 2.22 2.56
H 2.49 -1.46 -3.57
H 2.37 0.02 -5.87
H 4.14 -1.42 -0.72
H 2.00 -2.45 -0.56
H -0.21 -1.69 4.25
H 2.34 2.54 -1.16
H 2.84 1.57 -4.73
H -2.07 2.95 2.92
H -3.00 4.03 -1.68
H 1.90 -1.55 1.07
H -1.84 2.78 -1.82
H 0.40 -0.35 5.34
H -1.36 -1.45 -2.85
```

Properties
energy above the lowest of the compared OMol25 structures with the same formula, charge and spin = 95.6 kJ/mol
total charge = -1
LUMO = 2.3 eV
E_tot = -1553.31529 Ha

These are the natural (NBO) partial charges, in e, on atoms 1 to 8:
1. F -0.562
2. F -0.564
3. F -0.578
4. F -0.579
5. O -0.737
6. O -0.746
7. O -0.774
8. N -0.366

=====

[6]
# C5H13NS

A single C5H13NS molecule (wB97M-V/def2-TZVPD, OMol25).

```
20
C5H13NS | OMol25 | wB97M-V/def2-TZVPD
S -0.51 -1.26 2.50
N 1.12 1.40 -1.07
C 1.13 2.25 -2.21
C -1.23 -0.56 -0.17
C -0.36 -0.57 -1.45
C 1.08 -0.02 -1.38
C -0.59 -0.03 1.11
H 1.80 1.61 -0.36
H -1.15 0.80 1.54
H -0.30 -1.58 -1.83
H 1.47 -0.17 -2.39
H 1.17 3.30 -1.91
H -1.41 -2.09 1.96
H -1.55 -1.59 -0.04
H -2.13 0.01 -0.36
H 0.19 2.16 -2.75
H -0.84 -0.01 -2.25
H 1.68 -0.63 -0.71
H 0.42 0.27 0.89
H 1.98 2.09 -2.89
```

Properties
structure (SMILES) = CNCCCCS
energy above the lowest of the compared OMol25 structures with the same formula, charge and spin = 82.8 kJ/mol
LUMO = 1.0 eV
E_tot = -651.21241 Ha

These are the natural (NBO) partial charges, in e, on atoms 1 to 8:
1. S -0.076
2. N -0.653
3. C -0.407
4. C -0.417
5. C -0.398
6. C -0.226
7. C -0.486
8. H 0.367